No. 1
Entry from OMol25: a structure of composition C22H68N16O10 (ωB97M-V/def2-TZVPD).

Computed properties:
LUMO (eV): -0.115
ΔE to the lowest compared entry with this formula, charge and spin (eV): 31.061
HOMO energy (eV): -6.788

Geometry (Å):
H: 2.14 -4.04 1.01
C: 3.21 -0.90 0.00
H: -3.53 -0.30 -2.05
H: 2.08 -2.47 0.54
N: -0.72 4.47 -1.82
H: 3.50 2.00 0.61
O: 2.63 -0.02 0.56
C: -1.08 -2.14 -0.94
H: -2.62 0.98 -4.08
N: 4.19 -0.72 -0.79
H: -1.15 -1.89 -2.00
O: -0.25 1.48 -4.21
N: -1.44 6.15 -0.55
H: -1.18 0.66 2.52
N: -2.01 0.21 -3.82
H: -4.34 -0.10 2.62
H: -3.99 -3.81 1.49
N: 3.79 1.64 1.51
N: -3.99 0.83 2.78
H: 5.58 1.98 -2.88
O: -3.23 1.47 -0.91
O: -0.81 -0.88 -0.25
O: 3.96 2.49 -1.14
O: -0.19 6.53 -2.23
O: 5.22 0.37 2.62
H: 0.46 -0.21 -1.78
H: 1.37 -3.81 3.65
O: -4.30 -1.08 2.40
H: 3.17 1.86 2.27
H: -2.89 -2.04 3.62
H: 0.92 -5.30 1.12
H: -2.94 2.23 1.70
H: 1.14 -3.51 -2.33
N: 1.49 5.23 0.58
H: -4.40 0.03 0.07
H: 2.44 -3.99 -1.27
H: -4.82 1.62 0.39
H: -2.75 -5.53 2.66
C: 0.37 -3.32 1.97
H: 6.47 0.79 0.36
N: 0.42 -3.75 3.33
H: -2.42 -1.85 0.96
N: 2.61 1.23 -2.46
N: -0.13 -0.62 -3.59
H: -1.97 -2.56 -0.48
H: 1.87 2.59 -0.10
H: 4.26 1.23 -3.86
H: 1.20 -5.17 -1.73
H: 2.59 1.13 0.00
C: 1.87 4.00 0.35
H: 1.14 -0.92 -0.32
H: -0.22 -2.81 -0.88
H: 0.06 -4.69 3.27
H: 0.39 -1.22 2.36
C: -3.15 1.16 1.58
C: -2.43 -4.51 2.89
N: -2.24 -2.83 1.16
H: 3.50 -2.78 -0.43
H: 2.85 3.18 -1.08
C: 1.08 -1.91 1.88
H: -0.64 2.02 -1.93
C: 4.88 1.00 1.62
H: 0.31 1.28 0.92
N: 4.66 1.60 -3.01
H: -2.45 -4.50 3.98
H: -1.33 0.37 0.86
H: -1.26 -2.85 1.40
H: -1.76 5.44 0.11
H: 2.08 -1.87 2.32
C: 1.37 -4.13 -1.46
C: 0.54 1.21 -0.14
N: 2.87 -2.13 0.02
H: -1.21 3.73 -1.33
H: 1.21 5.73 -0.25
C: -3.18 -3.40 2.10
H: 2.25 4.78 -1.52
N: 5.55 1.17 0.54
H: -4.54 -2.73 3.66
H: 5.00 1.60 -0.19
O: 0.56 -3.84 -0.31
H: -2.54 1.09 -2.67
H: -4.99 -1.86 0.58
H: 1.06 -1.59 0.84
H: 0.82 -0.71 -3.90
H: 4.26 0.18 -1.23
C: -5.35 -1.44 1.52
H: -1.43 2.02 -0.40
C: 0.39 -0.22 -0.69
C: -2.84 0.51 -1.80
H: 4.78 -1.45 -1.16
C: -0.45 2.17 -0.87
H: -1.99 -0.05 -1.41
H: 1.08 5.53 1.46
C: -1.91 0.30 1.79
H: 2.46 0.83 -3.38
C: -0.77 5.73 -1.55
H: -0.29 4.26 -2.70
C: 1.07 -4.23 0.96
N: 2.30 4.00 -0.88
C: 3.74 1.81 -2.11
H: -0.71 -3.37 1.86
H: -2.39 -0.68 -3.51
H: -6.00 -2.22 1.90
H: -0.77 -1.38 -3.35
N: 1.88 1.66 -0.49
H: -1.47 7.15 -0.42
H: 1.89 1.18 -1.75
C: -3.94 1.00 0.26
H: -1.39 -4.54 2.58
C: -0.73 0.46 -3.78
H: -3.33 0.90 3.54
O: 1.83 3.03 1.09
H: -2.12 -0.74 2.04
H: -5.89 -0.56 1.16
H: -0.18 3.21 -0.72
C: -3.76 -2.30 3.03

***

No. 2
Entry from OMol25: an isolated molecule of CH3ClOSi (ωB97M-V/def2-TZVPD).

Computed properties:
LUMO (eV): 0.001
ΔE to the lowest compared entry with this formula, charge and spin (eV): 1.231
HOMO energy (eV): -8.849
SMILES string: Cl[Si@H]1CO1

Geometry (Å):
C: 0.78 0.43 0.48
Cl: -2.44 0.49 -0.12
H: 1.84 0.39 0.29
O: 0.13 -0.88 0.50
H: -0.37 -1.16 -1.87
H: 0.75 1.05 1.53
Si: -0.68 -0.33 -0.80

***

No. 3
Entry from OMol25: the ion C6H16N2 with charge +1 (ωB97M-V/def2-TZVPD).

Computed properties:
<S²>: 0.7544
Charge: +1
LUMO (spin up / spin down) (eV): -2.745 / -8.265
ΔE to the lowest compared entry with this formula, charge and spin (eV): 2.115
HOMO energy (spin up / spin down) (eV): -11.921 / -11.919
Spin multiplicity: 2

Geometry (Å):
H: 0.49 -1.51 -0.52
C: 0.05 0.32 -1.64
H: 0.45 0.14 3.69
C: 1.70 -1.22 1.84
C: -0.27 -0.73 -0.54
H: -0.98 2.05 -2.13
H: 0.59 -0.03 -2.52
H: -0.97 0.72 0.96
H: -0.20 1.25 2.66
C: -0.38 -0.20 0.87
H: 1.57 1.37 3.09
H: 1.08 -2.04 2.18
H: -2.47 0.19 -3.77
N: 0.97 0.04 1.49
H: -1.21 -1.24 -0.82
H: 2.47 -0.90 2.60
C: 0.73 0.72 2.81
N: -1.64 0.74 -3.59
H: -0.94 0.22 -4.13
H: 2.37 -1.60 1.05
H: -0.88 -1.02 1.45
C: -1.25 0.97 -2.21
H: 0.73 1.10 -1.28
H: -2.02 0.65 -1.52

***

No. 4
Entry from OMol25: a structure of composition C44H20F15GeIrN6O6S3 (ωB97M-V/def2-TZVPD).

Computed properties:
<S²>: 6.0698
LUMO (spin up / spin down) (eV): -1.204 / -3.276
ΔE to the lowest compared entry with this formula, charge and spin (eV): 0.000
HOMO energy (spin up / spin down) (eV): -5.660 / -8.775
Spin multiplicity: 5

Geometry (Å):
C: -1.35 1.17 3.30
C: -5.52 1.08 4.87
F: -0.40 4.76 3.44
H: -0.45 5.42 -1.26
F: -4.62 -2.33 1.84
C: -0.50 0.78 4.34
F: 1.36 1.14 5.76
Ge: -2.45 -0.07 2.17
F: -6.10 3.77 2.59
C: 2.63 -1.94 -5.49
F: -4.69 -4.80 2.94
H: 4.44 -6.43 1.88
C: -3.55 -2.83 2.48
C: 2.14 1.50 1.54
C: 3.06 -5.53 0.77
C: -6.02 2.26 4.32
C: -1.19 2.58 3.04
C: 3.82 2.31 -1.63
N: 2.43 0.78 -0.74
C: -4.22 0.63 2.84
C: -1.18 -4.00 3.27
O: 2.42 2.11 2.59
C: 2.45 -4.18 0.58
H: 2.93 0.82 -2.81
H: -3.23 3.08 -4.64
C: 1.72 -0.99 -4.99
N: 0.16 -0.21 -2.46
F: -0.61 -0.46 4.87
C: -3.56 -4.09 3.00
C: 0.41 3.01 4.77
H: 4.23 -2.97 1.13
C: 3.83 2.58 -0.27
F: -1.72 3.06 1.88
C: 3.12 -3.00 0.88
O: -0.08 -2.39 -3.79
F: -4.02 -0.69 4.78
F: 1.44 3.71 5.26
S: 0.99 -1.49 -3.41
H: -0.42 -2.82 -0.61
N: -0.17 2.03 -1.30
O: 1.08 0.64 1.38
S: 2.51 -6.90 0.00
H: 4.13 3.10 2.11
C: -4.60 0.30 4.13
S: -1.89 -0.26 0.10
H: 3.06 -2.69 -4.73
C: -2.43 -2.00 2.46
C: 2.44 -1.76 0.74
C: -1.70 2.80 -3.06
H: 3.80 -2.48 -7.25
H: -2.10 4.89 -3.13
H: -1.60 -0.88 -4.54
H: 0.56 -4.90 -0.22
C: -0.03 3.30 -0.86
F: -2.28 -6.10 3.31
C: 1.80 0.24 -7.00
C: 0.57 -2.79 -0.17
F: -6.92 3.00 5.01
H: 3.00 -0.57 -8.54
C: -2.61 2.38 -4.10
C: -1.52 4.13 -2.61
N: 4.10 -5.53 1.58
C: -0.86 0.47 -3.02
O: 4.85 3.67 1.73
F: -4.55 2.20 1.02
O: 2.12 -1.83 -2.59
C: 1.14 -4.04 0.06
O: 5.50 4.07 -0.39
H: -3.07 0.81 -5.50
C: 4.73 3.52 0.39
C: 2.64 -0.71 -7.54
H: 4.26 2.97 -2.37
H: 4.26 -4.65 2.15
C: -0.45 3.47 3.78
C: 1.32 0.15 -5.73
N: 2.97 1.33 -1.91
C: -4.77 1.82 2.33
C: -0.92 1.78 -2.47
C: -0.67 4.37 -1.56
H: 0.62 3.45 0.01
F: -5.87 0.75 6.15
C: -2.53 1.08 -4.62
H: 1.58 1.17 -7.57
C: -1.29 -2.61 2.98
N: 1.24 -1.64 0.13
C: 3.11 -1.77 -6.75
C: 0.41 1.62 4.94
H: 2.86 -0.83 1.19
F: 0.04 -4.63 3.24
C: -1.64 0.14 -4.11
C: -5.61 2.63 3.07
C: 2.90 1.59 0.27
C: -2.32 -4.74 3.27
Ir: 0.51 0.19 -0.56
H: 0.68 0.94 -5.30
F: -0.12 -1.98 2.90

***

No. 5
Entry from OMol25: a structure of composition C21H37F3IN4O12PS2 (ωB97M-V/def2-TZVPD).

Computed properties:
LUMO (eV): -2.589
HOMO energy (eV): -7.993

Geometry (Å):
C: -3.17 -1.92 1.80
O: -1.00 -1.93 -4.62
H: -1.61 -0.62 -0.05
H: 0.89 3.92 -5.63
H: -1.47 3.32 -2.69
S: -1.03 -1.00 -3.41
H: 2.03 -0.10 -1.32
H: -3.28 -1.90 -3.24
C: 0.43 1.34 -1.56
O: -0.82 5.75 -3.09
C: -3.76 -3.11 0.87
H: -2.48 -2.09 -1.61
H: 1.34 -0.84 -3.33
C: 0.58 -1.21 -2.53
H: -3.16 -0.46 -2.13
O: -3.84 -0.88 1.98
C: -4.98 -2.62 -0.04
C: 0.87 -0.16 -1.30
H: 5.03 -1.58 2.67
C: 1.64 -1.83 0.10
I: -0.45 -4.27 -2.19
H: -5.83 -2.23 0.62
N: 2.53 -0.93 2.14
C: -1.41 3.30 -1.56
C: 0.11 5.44 -2.01
C: 4.42 -2.01 3.53
H: 0.40 6.43 -1.52
F: -1.46 3.11 7.29
H: -1.30 -0.17 2.25
C: -2.57 -1.38 -2.49
H: 4.49 -3.16 3.52
F: 0.23 3.72 8.49
N: 0.63 -0.73 0.05
H: -1.05 1.79 0.04
C: -1.02 1.79 -1.11
H: -5.33 -3.48 -0.71
H: 1.19 2.01 -1.01
H: -0.93 -2.33 0.05
H: -2.85 -3.45 0.24
H: 2.83 -2.83 -1.15
H: -2.47 3.47 -1.15
P: 2.30 -3.24 -3.55
O: 1.58 -3.53 -4.88
H: -1.88 1.14 -1.45
O: -1.92 -2.18 2.41
C: 2.90 -1.52 3.31
O: 2.08 1.64 7.19
H: -4.04 -3.97 1.58
C: -0.47 4.43 -0.91
H: 0.05 -1.49 2.51
O: 0.17 0.95 5.84
O: -1.23 0.38 -4.03
H: 1.79 -0.71 5.06
H: 3.23 -2.60 1.14
C: 1.06 -2.69 -2.17
C: -0.90 -1.21 1.96
H: 0.37 3.88 -0.34
H: 1.06 4.96 -2.44
F: -0.59 1.73 8.71
C: -0.28 2.68 7.79
H: -4.60 -1.74 -0.67
H: -0.35 3.20 -4.47
N: 1.82 -2.87 -0.90
O: 1.10 3.19 5.59
S: 0.88 2.06 6.48
H: -1.07 4.98 -0.09
H: 2.46 -5.43 -3.55
H: 0.61 1.56 -2.68
H: -0.89 4.12 -5.97
C: -0.73 -1.23 0.34
O: 0.52 6.45 -4.82
H: 2.38 -2.43 5.32
C: -0.13 5.50 -4.31
O: 3.02 -4.74 -3.10
H: 0.91 -2.19 4.27
H: 3.77 -2.07 -4.71
C: -0.12 4.13 -5.12
O: 3.56 -2.14 -3.74
N: 2.51 -1.85 1.12
H: 4.75 -1.61 4.56
C: 1.92 -1.73 4.53

***

No. 6
Entry from OMol25: an isolated molecule of C5H4N2 (ωB97M-V/def2-TZVPD).

Computed properties:
LUMO (spin up / spin down) (eV): -0.560 / -0.560
ΔE to the lowest compared entry with this formula, charge and spin (eV): 6.588
HOMO energy (spin up / spin down) (eV): -8.966 / -8.966

Geometry (Å):
N: -0.48 1.11 0.42
N: -1.70 0.67 0.08
H: -2.40 -1.18 -0.57
H: -0.33 2.08 0.66
C: -1.55 -0.59 -0.25
C: 3.10 0.54 0.05
C: -0.20 -1.01 -0.10
H: 0.24 -1.99 -0.23
C: 0.49 0.15 0.35
H: 0.93 -0.15 -0.79
C: 1.90 0.37 0.37

***

Short version: total energy = -68207.3109 -23532.1823 -9451.5655 -199793.3684 -100109.5914 -8222.9053 eV, in the order given.